Below is a 2-piece molecular cluster, C5H7N overall at a distorted geometry, with properties calculated with ωB97M-V/def2-TZVPD.

Output
Kohn-Sham gap   0.2945 hartree
M   81.12 u
Electronic energy   -249.32254 Eh
LUMO level   0.519 eV

Geometry as XYZ:
```
13
Properties=species:S:1:pos:R:3:forces:R:3
C 1.96416 -0.03867 -0.02594 -0.4 1.0 2.1
C 0.50724 -0.04963 -0.13071 -0.6 0.4 -0.6
C -0.29710 -1.09159 -0.44829 -0.2 0.2 -0.4
N -1.59893 -0.68149 -0.23659 -0.3 -0.3 0.2
C -1.62172 0.58401 0.26163 -0.2 -0.2 -0.1
C -0.32856 1.01475 0.36979 -0.6 0.2 -1.4
H 1.39262 0.67142 1.42164 3.1 -2.2 -1.9
H 2.45996 -0.97332 -0.44447 -0.4 0.8 1.7
H 2.54927 0.81950 -0.33425 -0.5 0.2 -0.3
H -0.08449 -2.07190 -0.85021 0.1 0.1 0.2
H -2.39575 -1.24255 -0.43333 -0.4 -0.2 0.1
H -2.57201 1.04958 0.49767 0.3 0.1 -0.1
H -0.04993 2.06366 0.37766 0.1 -0.2 0.7
```
Forces are in eV/Å.